# C10H23NSi

A cluster of 2 separate species, C10H23NSi in total in a non-equilibrium geometry (ωB97M-V/def2-TZVPD, the Open Molecules 2025 dataset).

Cartesian coordinates (Å):
Si1 -0.5576 0.6011 -0.3488
N1 -1.0082 2.1018 0.2687
C1 -1.9311 -1.7898 -0.5149
C2 3.0159 0.5018 1.2681
C3 2.8073 -0.8945 -0.9859
C4 -0.2205 0.6913 -2.1225
C5 -3.1328 -0.1071 0.8395
C6 -0.0671 3.0936 0.7478
C7 2.2368 -0.4987 0.3852
C8 -1.0211 -1.2358 1.7379
C9 -1.6936 -0.6581 0.4138
C10 0.0764 -0.3869 -2.9670
H1 2.1967 -1.5455 -1.4397
H2 -1.7142 -2.0796 1.9844
H3 -1.0794 -0.3951 2.5020
H4 -2.6918 -2.3741 -0.0185
H5 -3.6547 -0.8801 1.1759
H6 2.6195 0.8323 2.2326
H7 1.8892 -1.3258 0.9531
H8 -3.6126 0.3695 -0.0168
H9 -0.0743 -1.3937 -2.7785
H10 -0.0193 -1.6233 1.5653
H11 -0.9956 -2.3072 -0.5818
H12 0.9360 3.1121 0.4370
H13 -3.0219 0.6020 1.6452
H14 -1.9818 2.3081 0.6617
H15 4.0394 0.2515 1.4999
H16 -2.2457 -1.4630 -1.4845
H17 3.7789 -1.3818 -0.9418
H18 2.8039 -0.0448 -1.7535
H19 -0.0104 1.6780 -2.4373
H20 3.1666 1.3911 0.6655
H21 -0.0190 3.0116 1.8055
H22 -0.3514 4.0913 0.5293
H23 0.2462 -0.2666 -3.9780

Computed properties:
Maximum force (eV/A): 5.4
Energy above the lowest of the compared OMol25 structures with the same formula, charge and spin (kcal per mole): 73.9
Frontier orbital gap (alpha / beta) (eV): 7.29 / 6.79
E_HOMO (alpha / beta) (eV): -7.02 / -6.42

***

# C26H55BBaF4NO12

A structure of composition C26H55BBaF4NO12 in a non-equilibrium geometry (ωB97M-V/def2-TZVPD, the Open Molecules 2025 dataset).

Cartesian coordinates (Å):
Ba1 -4.3450 0.6182 0.6557
F1 -1.6674 -0.3949 1.5942
F2 0.0346 0.1772 0.1903
F3 -2.1257 -0.3260 -0.6040
F4 -1.7443 1.5517 0.5265
O1 -3.7710 3.1600 0.0110
O2 2.0829 -1.2831 -3.5462
O3 2.3758 -6.1340 4.2922
O4 -3.4406 2.1329 2.7817
O5 1.4816 3.0411 2.3225
O6 1.0985 -3.3194 3.5765
O7 6.0617 -1.5823 -1.3064
O8 -4.3375 -1.9828 0.5025
O9 1.3099 5.1720 2.5374
O10 4.5312 0.1970 0.5114
O11 -0.4953 -0.1572 -4.4339
O12 -4.9104 -0.3869 -1.9229
N1 1.3041 4.1552 1.8658
C1 1.0403 5.6224 -0.0951
C2 -0.0362 -0.9343 -5.5175
C3 1.2454 -0.5905 -2.6826
C4 1.0760 4.3198 0.4215
C5 0.5452 -2.4511 2.6120
C6 -5.4781 0.3568 -2.9928
C7 -2.2151 2.1609 3.5066
C8 2.3105 -3.9002 3.1454
C9 4.4195 -1.2229 0.5429
C10 0.6211 5.8557 -1.3893
C11 -3.4023 4.0290 1.0978
C12 0.3722 4.7521 -2.1947
C13 -3.4336 -2.8529 1.2165
C14 2.9148 -4.8632 4.1926
C15 -3.8813 3.4581 2.4300
C16 -5.3334 -1.7490 -1.8177
C17 -4.4701 -2.5097 -0.8550
C18 -0.2084 -0.7235 -3.1338
C19 0.6225 3.4828 -1.7292
C20 6.9868 -0.5302 -1.4755
C21 1.0558 -6.1192 4.8273
C22 -3.8806 3.8386 -1.2243
C23 3.3367 0.8242 0.9094
C24 3.4582 -1.0505 -3.3845
C25 0.9126 3.2178 -0.3900
C26 5.7291 -1.8179 0.0379
B1 -1.3398 0.2436 0.3988
H1 -1.7304 1.1869 3.5532
H2 1.5007 0.4778 -2.7019
H3 -5.1796 1.4032 -2.9733
H4 0.8141 2.2054 -0.0235
H5 6.5679 -1.5855 0.7021
H6 -0.1219 -1.7216 3.0678
H7 7.9736 -0.7160 -1.0361
H8 -2.9265 4.2574 -1.5597
H9 -4.6482 4.6144 -1.1584
H10 -6.5693 0.3098 -2.9976
H11 0.0313 4.8895 -3.2143
H12 -4.0706 -3.7331 1.3713
H13 -4.9665 3.3224 2.4004
H14 -0.0595 -3.0058 1.8867
H15 -1.4530 2.8026 3.0552
H16 -3.0680 -2.5575 2.1968
H17 3.9457 -4.9174 3.8357
H18 0.4660 6.8531 -1.7755
H19 -4.1640 3.1463 -2.0186
H20 -2.4384 2.4879 4.5263
H21 3.3525 1.8526 0.5332
H22 -5.4183 -2.2408 -2.7908
H23 7.1120 -0.3134 -2.5345
H24 1.0492 -5.9857 5.9115
H25 1.3126 -1.0278 -1.6768
H26 3.0458 -3.1079 2.9617
H27 3.1185 0.7222 1.9712
H28 -0.5604 -1.9015 -5.5314
H29 6.5921 0.3659 -0.9826
H30 -6.3943 -1.6417 -1.5433
H31 -0.9415 -0.1088 -2.6211
H32 -3.8049 5.0354 0.9630
H33 1.3460 -1.8915 2.1216
H34 3.6205 -1.4277 -0.1775
H35 -2.5643 -3.2638 0.6986
H36 3.7430 -0.0418 -3.7172
H37 2.9099 -4.2715 5.1188
H38 0.4831 -5.3462 4.3216
H39 5.6230 -2.9034 0.1526
H40 -4.7585 -3.5594 -0.8092
H41 3.6212 -1.0934 -2.3000
H42 -3.4693 -2.4180 -1.2890
H43 1.0118 -1.2253 -5.4317
H44 1.3659 6.4634 0.5021
H45 -0.5014 -1.7787 -3.1524
H46 2.4890 0.4786 0.2882
H47 -5.0462 -0.0435 -3.9139
H48 0.3137 2.6909 -2.4052
H49 0.5890 -7.0889 4.6613
H50 2.1555 -4.4722 2.2190
H51 4.1859 -1.7029 -3.8604
H52 -3.6403 4.1909 3.2016
H53 -2.3153 4.1030 0.9940
H54 -0.1512 -0.5058 -6.5111
H55 4.2115 -1.7462 1.4804

Computed properties:
Maximum force (eV/A): 2.5
Energy above the lowest of the compared OMol25 structures with the same formula, charge and spin (kcal per mole): 57.8
Total charge: +1
Frontier orbital gap (eV): 7.39
E_HOMO (eV): -10.82

***

# C3H4N2O

The molecule C3H4N2O in a non-equilibrium geometry (ωB97M-V/def2-TZVPD, the Open Molecules 2025 dataset).

Cartesian coordinates (Å):
O1 -1.2623 1.7311 0.2320
N1 0.2035 -1.5424 -0.1742
N2 0.8682 0.8392 0.0247
C1 1.2275 -0.8556 -0.1760
C2 -0.4650 0.8186 0.1014
C3 -0.9439 -0.6345 0.0047
H1 1.2867 1.7923 0.0861
H2 -1.4734 -0.9025 0.9203
H3 2.2133 -0.5071 -0.2136
H4 -1.6298 -0.7464 -0.8359

Computed properties:
Maximum force (eV/A): 4.6
Energy above the lowest of the compared OMol25 structures with the same formula, charge and spin (kcal per mole): 56.2
Frontier orbital gap (eV): 10.23
E_HOMO (eV): -9.39
SMILES: O=C1CN=CN1

***

# C20H16N3O4

A cluster of 2 separate species, C20H16N3O4 in total in a non-equilibrium geometry (ωB97M-V/def2-TZVPD, the Open Molecules 2025 dataset).

Cartesian coordinates (Å):
O1 2.2557 -3.2953 -2.0397
O2 -2.1979 0.5237 -0.6871
O3 -1.2698 0.8480 1.3502
O4 1.0093 -1.7799 -3.0632
N1 2.4804 5.5590 2.6401
N2 1.7489 -2.1434 -2.1055
N3 0.7090 -1.4714 2.3783
C1 -1.7449 2.7625 2.6537
C2 1.9611 -1.1782 -1.1181
C3 -0.7854 -1.1610 0.3094
C4 -0.7417 -4.6130 -1.1291
C5 -0.5495 -3.5566 -0.2435
C6 1.1467 3.5091 0.0954
C7 2.4548 1.1115 0.7003
C8 2.6973 2.2464 1.4633
C9 0.8807 2.3767 -0.6522
C10 -1.1178 -2.2798 -0.5169
C11 -2.1353 2.0136 1.4132
C12 2.0410 3.4478 1.1764
C13 -1.5195 -4.4410 -2.2807
C14 1.5184 1.1451 -0.3564
C15 -1.5077 0.1036 0.2405
C16 -2.1330 -3.2052 -2.5351
C17 0.0019 -1.3151 1.4505
C18 1.2052 -0.0387 -1.1314
C19 2.2851 4.6128 1.9771
C20 -1.9491 -2.1394 -1.6614
H1 -3.1801 1.6665 1.4635
H2 -0.7385 3.1808 2.5582
H3 -0.2637 -5.5707 -0.9136
H4 0.6627 4.4581 -0.1496
H5 2.9636 0.1725 0.9279
H6 0.0580 -3.6797 0.6593
H7 -1.7754 2.1086 3.5309
H8 0.1854 2.4109 -1.4960
H9 -1.6386 -5.2662 -2.9832
H10 -2.7493 -3.0600 -3.4239
H11 2.7096 -1.4046 -0.3595
H12 -2.3917 -1.1593 -1.8441
H13 -2.4436 3.5859 2.8109
H14 -1.9977 2.6241 0.5080
H15 0.4533 0.0880 -1.9119
H16 3.4021 2.2032 2.2950

Computed properties:
Maximum force (eV/A): 3.2
Total charge: -1
Frontier orbital gap (eV): 5.22
E_HOMO (eV): -3.80